(1)
{
  "formula": "C19H25N2OsSi",
  "method": "the ωB97M-V functional and the def2-TZVPD basis",
  "elements": ["C", "Os", "N", "N", "H", "H", "H", "H", "H", "H", "H", "H", "H", "H", "C", "C", "C", "C", "C", "C", "Si", "C", "C", "C", "C", "C", "C", "C", "C", "C", "C", "C", "C", "H", "H", "H", "H", "H", "H", "H", "H", "H", "H", "H", "H", "H", "H", "H"],
  "xyz": [[1.856, 1.433, 0.137], [-0.579, 0.014, 0.241], [-1.556, -1.792, -0.135], [-0.292, 0.152, -1.841], [-2.557, -1.648, 0.070], [1.731, 0.365, 0.074], [2.530, 1.704, 0.979], [0.761, 1.833, 0.290], [2.270, 1.771, -0.845], [-1.197, 0.329, -2.288], [0.103, -0.687, -2.289], [0.315, 0.906, -2.180], [-1.487, -2.154, -1.098], [-1.237, -2.544, 0.498], [-1.207, 4.049, 4.542], [0.012, 3.895, 3.882], [0.326, 2.668, 3.281], [-0.580, 1.600, 3.309], [-1.781, 1.757, 4.023], [-2.103, 2.981, 4.626], [-0.143, -0.042, 2.449], [1.473, -0.474, 3.348], [2.661, -0.768, 2.669], [3.852, -1.014, 3.370], [3.854, -1.021, 4.767], [2.670, -0.768, 5.464], [1.493, -0.491, 4.760], [-1.403, -1.352, 2.998], [-0.969, -2.503, 3.685], [-1.908, -3.432, 4.145], [-3.274, -3.232, 3.914], [-3.707, -2.103, 3.221], [-2.775, -1.152, 2.781], [-1.453, 4.993, 5.017], [0.725, 4.720, 3.826], [1.286, 2.536, 2.774], [-2.480, 0.914, 4.096], [-3.053, 3.078, 5.160], [2.654, -0.797, 1.576], [4.775, -1.203, 2.817], [4.770, -1.230, 5.311], [2.651, -0.780, 6.558], [0.572, -0.278, 5.315], [0.097, -2.665, 3.832], [-1.558, -4.316, 4.689], [-3.996, -3.949, 4.289], [-4.768, -1.936, 3.020], [-3.106, -0.259, 2.251]],
  "mulliken_spin": [0.116, 3.486, 0.119, 0.077, -0.008, -0.017, -0.001, -0.007, 0.002, 0.005, -0.002, 0.001, 0.000, -0.001, 0.023, -0.009, 0.003, 0.054, 0.016, -0.011, -0.048, 0.026, 0.008, -0.003, 0.000, 0.000, -0.007, 0.092, 0.033, -0.006, 0.023, -0.003, 0.020, 0.001, 0.000, 0.008, 0.008, 0.000, 0.014, 0.000, 0.000, 0.000, 0.001, 0.001, 0.000, 0.001, 0.000, -0.016],
  "charge": 1,
  "homo_ev": [-10.062, -11.160],
  "multiplicity": 5,
  "s_squared": 6.014
}

---

(2)
{
  "formula": "C19H25N3OS2Ti",
  "method": "the ωB97M-V functional and the def2-TZVPD basis",
  "elements": ["Ti", "C", "C", "N", "C", "C", "S", "C", "C", "N", "H", "H", "H", "H", "H", "H", "H", "H", "H", "H", "H", "H", "H", "H", "O", "S", "C", "C", "C", "C", "C", "C", "C", "C", "C", "C", "C", "C", "H", "H", "H", "H", "H", "H", "H", "H", "H", "H", "N", "C", "H"],
  "xyz": [[0.290, 0.516, 0.158], [-0.766, -1.216, 2.621], [-0.755, -2.036, 1.341], [-1.191, -1.214, 0.180], [-2.629, -0.846, 0.233], [-2.913, 0.583, -0.211], [-1.869, 1.863, 0.564], [-2.109, 1.575, 2.353], [-0.812, 1.217, 3.070], [-0.088, 0.093, 2.438], [-1.789, -1.041, 2.954], [-0.290, -1.796, 3.413], [0.257, -2.387, 1.129], [-1.391, -2.916, 1.466], [-1.046, -1.778, -0.652], [-3.219, -1.519, -0.392], [-2.991, -0.991, 1.249], [-2.739, 0.715, -1.280], [-3.957, 0.833, -0.022], [-2.511, 2.494, 2.776], [-2.875, 0.812, 2.474], [-0.150, 2.084, 3.063], [-1.049, 0.997, 4.116], [0.820, 0.033, 2.889], [2.179, -0.420, 0.213], [3.051, 0.447, -0.720], [4.630, 0.569, 0.076], [4.799, 0.195, 1.400], [6.059, 0.326, 1.963], [7.113, 0.826, 1.207], [6.925, 1.186, -0.121], [5.675, 1.048, -0.703], [2.326, 2.060, -0.416], [2.133, 2.933, -1.486], [1.589, 4.183, -1.249], [1.242, 4.561, 0.047], [1.452, 3.699, 1.111], [2.003, 2.436, 0.892], [3.973, -0.220, 1.962], [6.221, 0.029, 2.990], [8.093, 0.921, 1.655], [7.753, 1.558, -0.708], [5.521, 1.303, -1.745], [2.410, 2.631, -2.489], [1.439, 4.873, -2.068], [0.829, 5.544, 0.226], [1.230, 4.022, 2.120], [2.274, 1.799, 1.728], [-0.002, 0.431, -3.215], [0.095, 0.505, -2.066], [-0.094, 0.349, -4.211]],
  "mulliken_spin": [1.829, 0.016, 0.006, 0.013, 0.003, 0.004, -0.017, 0.013, 0.004, -0.024, -0.003, 0.002, -0.006, 0.003, -0.003, 0.000, -0.001, -0.003, 0.001, 0.000, 0.002, -0.005, 0.003, 0.007, -0.003, -0.002, 0.002, -0.001, 0.000, 0.000, 0.000, 0.002, 0.017, 0.054, 0.004, 0.024, 0.025, 0.005, -0.002, 0.000, 0.000, 0.000, 0.000, 0.006, 0.002, 0.001, 0.000, -0.010, 0.085, -0.047, -0.005],
  "charge": 2,
  "homo_ev": [-13.434, -14.807],
  "e_above_lowest_kcal_mol": 0.0,
  "multiplicity": 3,
  "s_squared": 2.006
}

---

(3)
{
  "formula": "C19H25N3RuSSi",
  "method": "the ωB97M-V functional and the def2-TZVPD basis",
  "elements": ["C", "C", "C", "H", "C", "C", "H", "H", "H", "H", "Ru", "C", "H", "H", "H", "Si", "C", "C", "H", "C", "H", "C", "H", "C", "H", "C", "H", "C", "C", "H", "C", "H", "C", "H", "C", "H", "C", "H", "H", "H", "N", "N", "C", "N", "S", "H", "H", "H", "H", "H"],
  "xyz": [[2.223, -0.775, 2.408], [1.471, -1.538, 1.440], [2.360, -1.801, 0.317], [0.463, -1.921, 1.564], [3.645, -1.236, 0.633], [3.567, -0.636, 1.921], [4.397, -0.168, 2.454], [1.830, -0.423, 3.365], [2.125, -2.432, -0.534], [4.522, -1.286, -0.011], [1.755, 0.284, 0.359], [-3.232, 0.792, -3.568], [-2.255, 0.703, -4.048], [-3.719, -0.188, -3.540], [-3.120, 1.177, -2.553], [-0.369, 0.143, -0.501], [-1.588, 0.711, 0.826], [-1.655, 0.160, 2.110], [-0.924, -0.585, 2.437], [-2.670, 0.563, 2.989], [-2.736, 0.113, 3.982], [-3.594, 1.539, 2.597], [-4.377, 1.861, 3.284], [-3.503, 2.112, 1.321], [-4.222, 2.871, 1.008], [-2.486, 1.717, 0.447], [-2.388, 2.186, -0.537], [-0.861, -1.622, -0.989], [-2.049, -2.213, -0.538], [-2.747, -1.636, 0.075], [-2.330, -3.550, -0.847], [-3.254, -4.005, -0.485], [-1.426, -4.303, -1.607], [-1.635, -5.350, -1.832], [-0.253, -3.707, -2.088], [0.463, -4.280, -2.681], [0.011, -2.364, -1.796], [0.931, -1.903, -2.171], [-0.540, 0.965, -1.727], [-3.853, 1.485, -4.148], [2.302, 2.052, 1.431], [3.126, 2.923, 0.647], [3.298, 2.699, -0.650], [3.984, 3.641, -1.322], [2.703, 1.301, -1.434], [1.453, 2.555, 1.704], [2.790, 1.857, 2.312], [3.631, 3.681, 1.112], [4.111, 3.581, -2.319], [4.622, 4.249, -0.816]],
  "mulliken_spin": [0.146, 0.043, 0.082, -0.008, 0.082, 0.116, 0.005, -0.001, 0.022, 0.001, 2.413, -0.001, 0.001, 0.001, 0.001, -0.018, 0.029, 0.017, -0.011, 0.005, 0.000, 0.010, 0.001, 0.000, 0.000, 0.008, 0.002, 0.326, -0.040, 0.011, 0.478, 0.015, 0.501, 0.029, -0.129, 0.002, 0.603, 0.066, 0.023, 0.000, 0.126, -0.009, 0.015, -0.003, 0.061, -0.002, -0.016, -0.002, -0.001, 0.001],
  "charge": 1,
  "homo_ev": [-7.065, -11.140],
  "e_above_lowest_kcal_mol": 3.9,
  "multiplicity": 6,
  "s_squared": 8.818
}

---

(4)
{
  "formula": "C19H25N3S4Zn",
  "method": "the ωB97M-V functional and the def2-TZVPD basis",
  "elements": ["Zn", "C", "C", "S", "C", "C", "S", "C", "C", "S", "C", "C", "S", "H", "H", "H", "H", "H", "H", "H", "H", "H", "H", "H", "H", "H", "H", "H", "H", "C", "C", "N", "C", "C", "C", "C", "C", "C", "C", "C", "N", "C", "N", "H", "H", "H", "H", "H", "H", "H", "H", "H"],
  "xyz": [[-0.331, -1.447, -1.731], [1.993, -2.958, -0.843], [1.013, -4.128, -1.080], [-0.484, -3.820, -2.130], [-2.081, -3.960, -1.211], [-2.846, -2.681, -0.820], [-2.766, -1.330, -2.071], [-2.612, 0.213, -1.068], [-1.635, 1.271, -1.627], [-0.239, 0.717, -2.726], [1.480, 1.026, -2.101], [2.300, -0.105, -1.454], [2.077, -1.754, -2.244], [2.990, -3.380, -0.728], [1.755, -2.403, 0.060], [0.697, -4.547, -0.125], [1.516, -4.914, -1.639], [-1.934, -4.588, -0.333], [-2.676, -4.526, -1.926], [-2.514, -2.265, 0.128], [-3.895, -2.955, -0.718], [-2.354, -0.082, -0.056], [-3.602, 0.664, -1.043], [-1.230, 1.863, -0.807], [-2.175, 1.935, -2.299], [1.462, 1.891, -1.442], [1.963, 1.327, -3.031], [2.101, -0.221, -0.394], [3.350, 0.159, -1.575], [-0.328, -1.975, 2.719], [-0.436, -2.105, 1.351], [-0.247, -1.083, 0.504], [0.078, 0.114, 1.027], [0.272, 0.334, 2.394], [0.039, -0.753, 3.244], [0.796, 1.557, 3.014], [1.076, 2.805, 2.613], [0.784, 3.641, 1.441], [1.525, 4.813, 1.291], [1.176, 5.674, 0.263], [0.137, 5.423, -0.529], [-0.502, 4.288, -0.318], [-0.221, 3.359, 0.596], [-0.512, -2.829, 3.357], [-0.674, -3.071, 0.921], [0.169, 0.954, 0.355], [0.149, -0.634, 4.315], [1.086, 1.366, 4.042], [1.596, 3.389, 3.365], [2.341, 5.046, 1.961], [1.721, 6.591, 0.073], [-1.352, 4.093, -0.966]],
  "nbo_charge": [1.405, -0.537, -0.536, 0.168, -0.540, -0.540, 0.191, -0.534, -0.556, 0.149, -0.534, -0.537, 0.192, 0.266, 0.235, 0.255, 0.265, 0.259, 0.269, 0.233, 0.267, 0.238, 0.266, 0.283, 0.260, 0.265, 0.267, 0.235, 0.266, -0.179, -0.008, -0.629, 0.037, -0.080, -0.100, -0.194, -0.153, 0.177, -0.255, 0.097, -0.408, 0.251, -0.514, 0.249, 0.201, 0.227, 0.248, 0.229, 0.233, 0.242, 0.226, 0.179],
  "charge": 2,
  "homo_ev": -14.557,
  "e_above_lowest_kcal_mol": 3.2
}

---

(5)
{
  "formula": "C19H25N4O4S",
  "method": "the ωB97M-V functional and the def2-TZVPD basis",
  "elements": ["C", "C", "C", "C", "C", "S", "O", "O", "N", "C", "C", "O", "C", "C", "C", "C", "N", "C", "O", "C", "N", "C", "C", "C", "C", "C", "C", "N", "H", "H", "H", "H", "H", "H", "H", "H", "H", "H", "H", "H", "H", "H", "H", "H", "H", "H", "H", "H", "H", "H", "H", "H", "H"],
  "xyz": [[-0.331, 1.937, 5.184], [-0.602, 1.544, 3.767], [-1.897, 1.519, 3.266], [-2.170, 1.137, 1.960], [-1.112, 0.813, 1.139], [-1.269, 0.241, -0.542], [-0.892, -1.170, -0.503], [-0.425, 1.050, -1.377], [-2.900, 0.417, -0.902], [-3.127, 1.369, -1.973], [-2.659, 0.748, -3.312], [-2.134, -0.544, -3.082], [-3.105, -1.404, -2.521], [-3.567, -0.847, -1.151], [0.191, 0.853, 1.593], [0.457, 1.186, 2.916], [1.771, 1.193, 3.386], [2.824, 0.401, 3.037], [3.947, 0.676, 3.388], [2.523, -0.880, 2.259], [2.724, -0.651, 0.833], [2.564, -1.863, 0.036], [2.514, -1.481, -1.415], [3.650, -1.305, -2.194], [3.516, -0.897, -3.513], [2.248, -0.675, -4.038], [1.151, -0.865, -3.222], [1.315, -1.259, -1.961], [-1.260, 2.047, 5.736], [0.284, 1.189, 5.682], [0.199, 2.889, 5.223], [-2.714, 1.790, 3.918], [-3.181, 1.101, 1.587], [-4.192, 1.612, -1.989], [-2.556, 2.265, -1.739], [-1.842, 1.326, -3.743], [-3.488, 0.689, -4.030], [-2.614, -2.370, -2.407], [-3.954, -1.504, -3.210], [-4.645, -0.672, -1.128], [-3.296, -1.524, -0.342], [0.996, 0.633, 0.910], [2.013, 1.929, 4.041], [1.491, -1.201, 2.420], [3.205, -1.648, 2.655], [3.647, -0.249, 0.690], [1.610, -2.316, 0.321], [3.368, -2.598, 0.203], [4.626, -1.484, -1.770], [4.393, -0.753, -4.126], [2.119, -0.358, -5.060], [0.131, -0.704, -3.543], [0.454, -1.331, -1.359]],
  "nbo_charge": [-0.647, 0.016, -0.197, -0.204, -0.245, 2.300, -0.985, -0.942, -0.646, -0.265, -0.095, -0.546, -0.094, -0.264, -0.261, 0.150, -0.614, 0.676, -0.571, -0.321, -0.619, -0.268, 0.286, -0.232, -0.093, -0.239, 0.109, -0.444, 0.235, 0.233, 0.227, 0.227, 0.238, 0.221, 0.237, 0.210, 0.183, 0.210, 0.183, 0.221, 0.235, 0.262, 0.421, 0.212, 0.214, 0.380, 0.224, 0.207, 0.245, 0.244, 0.250, 0.261, 0.475],
  "charge": 1,
  "homo_ev": -11.468,
  "e_above_lowest_kcal_mol": 0.0,
  "smiles": "Cc1ccc(S(=O)(=O)N2CCOCC2)cc1NC(=O)CNCc1cccc[nH+]1"
}